Record 1
DFT (ωB97M-V/def2-TZVPD) results for a molecular structure, C56H44ClFeN10O2S3 in a non-equilibrium geometry.

Structure (XYZ):
```
117
Properties=species:S:1:pos:R:3
Fe -0.79 1.17 -2.22
C -1.53 2.42 1.83
C -0.89 2.37 0.56
N -1.64 2.04 -0.54
C -2.99 1.93 -0.42
C -3.59 2.00 0.87
N -2.84 2.31 1.90
C -3.68 1.84 -1.78
C -4.85 2.54 -2.00
C -5.17 2.85 -3.33
C -4.49 2.23 -4.33
C -3.44 1.41 -4.07
N -3.01 1.27 -2.78
C -2.70 0.62 -5.10
C -2.95 0.80 -6.42
N -2.65 -0.17 -7.32
C -1.73 -1.08 -6.94
C -1.23 -1.02 -5.55
N -1.81 -0.27 -4.70
C -6.17 3.90 -3.67
C -7.35 4.26 -2.97
C -8.04 5.37 -3.34
N -7.80 6.06 -4.46
C -6.75 5.76 -5.13
C -5.84 4.72 -4.75
H -1.01 2.76 2.75
H 0.16 2.52 0.42
H -4.58 1.64 1.15
H -5.38 3.12 -1.24
H -4.76 2.33 -5.36
H -3.50 1.60 -6.82
H -1.34 -1.79 -7.68
H -0.36 -1.52 -5.19
H -7.70 3.67 -2.12
H -8.86 5.74 -2.68
H -6.57 6.28 -6.06
H -4.86 4.63 -5.33
N 7.37 -0.81 -9.96
S 1.96 -1.59 1.74
N 2.75 -1.48 3.20
S 1.97 -0.87 4.40
N 0.59 -0.27 4.18
S -0.80 -0.79 5.08
N 6.73 -0.26 -10.71
C 0.58 2.10 -3.17
C 0.54 3.44 -3.49
C 1.56 4.00 -4.30
C 2.44 3.14 -4.98
C 2.46 1.77 -4.67
C 1.61 1.27 -3.70
C -1.88 -1.20 3.75
C -2.95 -0.37 3.51
C -3.94 -0.82 2.66
C -3.81 -2.06 2.02
C -2.70 -2.82 2.25
C -1.78 -2.44 3.22
C 2.05 -2.15 5.61
C 2.20 -3.47 5.24
C 2.12 -4.43 6.31
C 2.00 -4.01 7.62
C 1.92 -2.69 7.94
C 1.90 -1.78 6.91
C 3.00 0.43 5.01
C 4.38 0.23 5.15
C 5.12 1.28 5.77
C 4.53 2.50 6.07
C 3.17 2.68 5.80
C 2.44 1.64 5.29
C 3.21 -0.83 0.66
C 3.22 -1.13 -0.71
C 4.24 -0.60 -1.42
C 5.24 0.20 -0.82
C 5.27 0.43 0.54
C 4.19 -0.05 1.27
C 2.29 -3.33 1.36
C 3.52 -3.76 0.98
C 3.66 -5.09 0.58
C 2.63 -6.02 0.83
C 1.42 -5.53 1.35
C 1.23 -4.21 1.65
H -0.40 3.98 -3.24
H 1.63 5.03 -4.52
H 3.23 3.59 -5.57
H 3.10 1.15 -5.26
H 1.77 0.25 -3.28
H -2.98 0.69 3.94
H -4.72 -0.17 2.32
H -4.50 -2.38 1.26
H -2.66 -3.77 1.79
H -1.04 -3.15 3.62
H 2.29 -3.83 4.22
H 2.42 -5.41 6.04
H 2.02 -4.77 8.38
H 1.79 -2.32 8.94
H 1.72 -0.72 7.18
H 4.75 -0.74 4.93
H 6.15 1.12 6.02
H 5.14 3.34 6.48
H 2.61 3.53 6.06
H 1.38 1.73 5.20
H 2.58 -1.92 -1.09
H 4.44 -0.85 -2.45
H 6.02 0.60 -1.36
H 6.01 1.10 1.03
H 4.11 0.17 2.33
H 4.27 -3.09 0.82
H 4.67 -5.39 0.26
H 2.62 -7.06 0.52
H 0.76 -6.38 1.44
H 0.29 -3.80 2.09
Cl 0.86 -2.72 -3.36
C -0.45 -2.90 -2.24
C -0.97 -1.81 -1.34
O -1.42 -2.12 -0.22
O -0.99 -0.61 -1.76
H -0.18 -3.68 -1.58
H -1.33 -3.24 -2.79
```

The energy above the lowest of the compared OMol25 structures with the same formula, charge and spin is 0.0 kcal/mol. Its total charge is +1. Its spin multiplicity is 5. The electronic energy comes out at -5776.4738 hartree. The maximum force is 5.63 eV/A. For the HOMO energy (spin up / spin down), the calculation gives -9.56 / -9.78 eV.



Record 2
DFT (ωB97M-V/def2-TZVPD) results for a molecular structure, C28H38N7PRu in a non-equilibrium geometry.

Structure (XYZ):
```
75
Properties=species:S:1:pos:R:3
Ru 0.06 0.71 -0.38
C -3.21 -0.13 1.76
C -2.01 -0.07 2.71
C -0.93 0.94 2.32
N 0.16 0.48 1.41
C 1.35 0.11 1.98
C 1.41 -0.36 3.29
C 2.51 -0.75 4.06
C 3.84 -0.74 3.75
C 4.44 -0.37 2.53
C 3.85 0.06 1.37
C 2.48 0.27 1.06
N 2.08 0.70 -0.12
C 3.00 1.35 -1.05
C 2.23 2.38 -1.87
C 1.31 3.28 -1.04
N 0.06 2.60 -0.70
C -1.15 3.26 -0.72
C -1.19 4.63 -0.59
C -2.26 5.54 -0.59
C -3.57 5.31 -0.84
C -4.14 4.06 -1.16
C -3.60 2.81 -1.17
C -2.29 2.35 -0.83
N -1.97 1.07 -0.70
C -2.98 0.00 -0.78
C -2.92 -0.89 0.45
H -4.06 -0.58 2.28
H -3.51 0.89 1.54
H -2.35 0.23 3.70
H -1.57 -1.06 2.84
H -1.37 1.81 1.84
H -0.43 1.32 3.21
H 0.45 -0.46 3.79
H 2.26 -1.09 5.06
H 4.51 -1.06 4.53
H 5.52 -0.46 2.49
H 4.53 0.24 0.55
H 3.78 1.86 -0.47
H 3.50 0.63 -1.70
H 2.95 2.99 -2.42
H 1.62 1.88 -2.63
H 1.81 3.60 -0.12
H 1.09 4.17 -1.63
H -0.23 5.09 -0.42
H -1.98 6.57 -0.39
H -4.24 6.16 -0.83
H -5.19 4.10 -1.44
H -4.29 2.04 -1.48
H -3.98 0.40 -0.87
H -2.79 -0.57 -1.69
H -3.61 -1.72 0.32
H -1.93 -1.34 0.52
C 0.69 -3.96 -2.95
N 1.85 -3.44 -2.22
C 1.98 -4.18 -0.97
N 0.77 -4.16 -0.14
C -0.36 -4.66 -0.93
N -0.56 -3.93 -2.18
C -1.02 -2.57 -1.94
P 0.23 -1.64 -0.97
C 1.72 -2.01 -1.98
C 0.51 -2.84 0.41
H 0.90 -4.99 -3.22
H 0.56 -3.39 -3.87
H 2.82 -3.78 -0.40
H 2.19 -5.22 -1.21
H -1.27 -4.62 -0.33
H -0.15 -5.70 -1.17
H -1.97 -2.61 -1.41
H -1.20 -2.07 -2.90
H 2.61 -1.65 -1.45
H 1.67 -1.47 -2.93
H -0.37 -2.87 1.06
H 1.36 -2.51 1.02
```

The energy above the lowest of the compared OMol25 structures with the same formula, charge and spin is 14.4 kcal/mol. Its total charge is +2. Its spin multiplicity is 1. The electronic energy comes out at -1908.7242 hartree. The maximum force is 1.54 eV/A. For the HOMO energy, the calculation gives -13.22 eV.



Record 3
DFT (ωB97M-V/def2-TZVPD) results for a molecular structure, C53H51BrCsN7O5S in a non-equilibrium geometry.

Structure (XYZ):
```
119
Properties=species:S:1:pos:R:3
Cs 0.45 -1.16 -0.66
O 4.26 3.01 1.16
C 4.86 2.53 2.19
C 5.74 3.33 2.98
C 6.38 2.85 4.11
C 6.19 1.53 4.52
C 5.35 0.72 3.77
C 4.68 1.17 2.64
C 3.83 0.19 1.84
O 3.02 0.79 0.88
N 3.03 -0.58 2.78
N 2.54 -1.75 2.41
C 1.70 -2.34 3.17
C 1.16 -3.65 2.84
Br 1.26 -4.15 1.01
C 0.55 -4.49 3.69
C 0.46 -4.31 5.15
C -0.70 -4.70 5.82
C -0.81 -4.57 7.19
C 0.25 -4.06 7.93
C 1.42 -3.70 7.29
C 1.53 -3.83 5.91
H 3.33 1.75 0.86
H 5.92 4.34 2.63
H 7.04 3.50 4.66
H 6.68 1.15 5.40
H 5.20 -0.31 4.07
H 4.47 -0.56 1.35
H 2.59 -0.08 3.55
H 1.34 -1.89 4.10
H 0.05 -5.36 3.28
H -1.54 -5.08 5.24
H -1.73 -4.86 7.69
H 0.16 -3.96 9.01
H 2.25 -3.32 7.86
H 2.46 -3.56 5.42
C -1.07 -4.76 -5.68
C -1.90 -4.25 -4.50
C -2.33 -2.81 -4.66
C -3.57 -2.51 -5.22
C -4.00 -1.20 -5.35
C -3.18 -0.18 -4.89
C -1.94 -0.43 -4.33
C -1.10 0.72 -3.83
C -0.60 1.61 -4.98
C -1.51 -1.77 -4.22
N -0.29 -2.06 -3.58
C 0.77 -2.14 -4.29
C 2.09 -2.38 -3.79
C 3.26 -2.45 -4.57
C 4.30 -2.64 -3.67
C 3.70 -2.68 -2.40
N 2.37 -2.53 -2.46
H -0.82 -5.82 -5.55
H -0.14 -4.21 -5.77
H -1.62 -4.65 -6.61
H -1.32 -4.34 -3.58
H -2.79 -4.87 -4.39
H -4.21 -3.33 -5.55
H -4.97 -0.98 -5.76
H -3.53 0.85 -4.94
H -0.23 0.36 -3.29
H -1.68 1.32 -3.13
H 0.02 1.04 -5.67
H 0.00 2.44 -4.59
H -1.43 2.03 -5.55
H 0.72 -2.00 -5.38
H 3.32 -2.35 -5.64
H 5.36 -2.72 -3.88
H 4.19 -2.80 -1.44
O -2.16 2.07 -0.51
C -3.19 1.27 0.02
C -2.60 -0.06 0.62
O -3.40 -0.95 0.97
O -1.35 -0.07 0.71
C -4.23 1.09 -1.09
C -4.95 -0.07 -1.31
C -5.92 -0.12 -2.31
C -6.20 0.99 -3.08
C -5.47 2.16 -2.88
C -4.49 2.20 -1.90
C -3.89 1.99 1.19
C -3.40 3.21 1.66
C -4.03 3.86 2.72
C -5.14 3.30 3.31
C -5.63 2.09 2.85
C -5.01 1.44 1.80
H -1.34 1.89 0.01
H -4.74 -0.93 -0.70
H -6.47 -1.04 -2.47
H -6.96 0.95 -3.86
H -5.66 3.03 -3.49
H -3.92 3.11 -1.74
H -2.52 3.63 1.19
H -3.63 4.80 3.07
H -5.63 3.81 4.14
H -6.50 1.64 3.32
H -5.37 0.48 1.45
N 2.76 4.70 3.55
C 1.85 4.01 2.75
C 1.29 4.59 1.61
C 0.45 3.84 0.83
N 0.12 2.58 1.10
C 0.59 2.05 2.22
C 1.44 2.71 3.08
H 3.29 5.35 2.99
H 3.41 4.07 4.00
H 1.57 5.60 1.32
H 0.02 4.25 -0.09
H 0.26 1.03 2.41
H 1.82 2.23 3.97
S 3.66 3.32 -2.92
C 3.39 2.05 -4.05
C 2.68 1.06 -3.46
N 2.34 1.28 -2.15
C 2.78 2.42 -1.74
H 3.78 2.08 -5.06
H 2.41 0.12 -3.92
H 2.66 2.82 -0.74
```

The energy above the lowest of the compared OMol25 structures with the same formula, charge and spin is 0.0 kcal/mol. Its total charge is -2. Its spin multiplicity is 1. The electronic energy comes out at -5802.2014 hartree. The maximum force is 1.62 eV/A. For the HOMO energy, the calculation gives -2.58 eV.